# 1
Below is a cluster of 8 separate species, C62H83F2IN3O21PS in total in a non-equilibrium geometry, with properties calculated with wB97M-V/def2-TZVPD.

## Properties
Structure (SMILES): C#CCN1c2cc(CCCCN)c(N(C(=O)F)C(=O)F)c(CCCC(=O)OCC)c2Sc2cc(CCCCCOC(C)=O)cc(P(O)I)c21.O=C1CCCO1.O=C1CCCO1.O=C1CCCO1.O=C1CCCO1.O=C1CCCO1.O=C1CCCO1.O=C1CCCO1
Frontier orbital gap: 6.9 eV
Energy: -5392.4836 Eh

```
174
C62H83F2IN3O21PS (wB97M-V/def2-TZVPD)
C 3.13 -3.95 1.03
C 1.75 -3.73 0.87
C 0.22 -3.29 0.47
N -0.01 -1.77 0.59
C 1.01 -1.00 -0.24
C 2.29 -0.37 0.59
C 3.49 0.46 -0.23
C 4.72 1.02 0.70
C 4.45 2.46 1.43
C 2.94 2.67 2.03
C 3.10 3.73 3.31
N 1.71 3.99 3.86
C 3.37 0.66 -1.88
N 4.44 1.44 -2.59
C 4.55 2.87 -2.13
O 5.64 3.67 -2.29
F 3.41 3.54 -1.39
C 5.77 0.73 -2.66
O 6.70 1.13 -3.58
F 6.18 -0.45 -1.84
C 2.14 0.02 -2.75
C 1.86 0.04 -4.33
C 2.85 0.86 -5.32
C 2.28 2.42 -5.49
C 3.43 3.56 -5.25
O 4.76 3.30 -5.32
O 3.06 4.97 -4.99
C 2.01 5.09 -3.97
C 2.43 6.33 -2.97
C 0.98 -0.79 -1.85
S -0.52 -1.55 -2.77
C -1.91 -1.44 -1.47
C -3.48 -1.23 -1.96
C -4.66 -1.19 -0.83
C -6.27 -1.05 -1.10
C -6.69 -0.70 -2.65
C -6.97 0.94 -2.78
C -8.43 1.19 -2.02
C -8.18 2.44 -0.97
O -7.76 3.59 -1.79
C -7.01 4.59 -0.98
C -7.79 6.05 -0.74
O -5.77 4.36 -0.50
C -4.21 -1.35 0.77
C -2.65 -1.53 1.24
P -2.26 -1.74 3.10
O -3.84 -1.76 3.91
I -1.02 0.17 4.03
C -1.42 -1.57 0.10
H 4.26 -4.23 1.15
H -0.52 -3.79 1.25
H -0.08 -3.67 -0.62
H 2.35 -0.50 1.76
H 5.75 1.12 0.13
H 4.90 0.20 1.54
H 4.80 3.38 0.76
H 5.18 2.50 2.37
H 2.43 1.71 2.46
H 2.31 3.22 1.20
H 3.67 4.73 2.99
H 3.71 3.19 4.17
H 1.30 3.10 4.23
H 1.10 4.22 3.02
H 1.83 -1.09 -4.71
H 0.75 0.44 -4.51
H 3.99 0.81 -5.10
H 2.72 0.39 -6.41
H 1.89 2.56 -6.61
H 1.32 2.53 -4.81
H 1.84 4.13 -3.32
H 0.95 5.36 -4.44
H 3.45 6.78 -3.40
H 2.52 6.01 -1.84
H 1.60 7.17 -3.06
H -3.77 -1.12 -3.12
H -6.81 -2.07 -0.81
H -6.69 -0.23 -0.34
H -7.75 -1.21 -2.86
H -5.93 -1.10 -3.45
H -6.11 1.56 -2.27
H -7.06 1.25 -3.91
H -9.27 1.46 -2.82
H -8.77 0.23 -1.41
H -9.12 2.63 -0.30
H -7.24 2.13 -0.31
H -8.91 5.83 -0.39
H -7.17 6.60 0.08
H -7.79 6.60 -1.78
H -5.03 -1.36 1.62
H -3.77 -1.22 4.75
O 1.66 -8.86 1.03
C 2.50 -8.48 1.83
C 3.17 -9.33 2.86
C 3.77 -8.31 3.78
C 4.02 -7.14 2.86
O 2.99 -7.20 1.88
H 3.93 -9.94 2.37
H 2.44 -9.97 3.38
H 4.67 -8.65 4.30
H 3.04 -8.02 4.55
H 4.99 -7.22 2.35
H 3.98 -6.19 3.39
O -4.96 1.89 -4.91
C -5.31 2.46 -5.93
C -4.73 3.74 -6.45
C -5.77 4.17 -7.46
C -6.35 2.86 -7.91
O -6.27 2.00 -6.78
H -3.77 3.53 -6.92
H -4.62 4.48 -5.66
H -5.36 4.77 -8.28
H -6.54 4.77 -6.96
H -5.77 2.41 -8.73
H -7.39 2.96 -8.23
O -5.67 -6.39 7.55
C -5.52 -5.23 7.17
C -4.81 -4.16 7.93
C -5.27 -2.91 7.21
C -5.51 -3.41 5.81
O -5.95 -4.76 5.96
H -3.74 -4.31 7.84
H -5.12 -4.15 8.98
H -4.54 -2.09 7.25
H -6.21 -2.56 7.65
H -4.60 -3.40 5.20
H -6.28 -2.83 5.30
O 0.33 7.44 -5.03
C 0.48 8.59 -5.40
C 1.19 9.67 -4.64
C 0.73 10.92 -5.36
C 0.49 10.42 -6.76
O 0.05 9.07 -6.61
H 2.26 9.52 -4.73
H 0.88 9.68 -3.59
H 1.46 11.74 -5.32
H -0.21 11.27 -4.92
H 1.40 10.43 -7.37
H -0.28 11.00 -7.27
O 6.16 -10.60 3.66
C 7.00 -10.22 4.46
C 7.67 -11.07 5.49
C 8.27 -10.05 6.42
C 8.52 -8.88 5.49
O 7.49 -8.94 4.52
H 8.43 -11.68 5.01
H 6.94 -11.71 6.01
H 9.17 -10.39 6.93
H 7.54 -9.76 7.18
H 9.49 -8.96 4.98
H 8.48 -7.93 6.02
O -0.75 2.11 -4.04
C -0.95 2.52 -2.91
C -1.75 1.82 -1.85
C -1.99 2.92 -0.85
C -0.78 3.80 -1.03
O -0.44 3.68 -2.41
H -1.15 1.00 -1.43
H -2.69 1.43 -2.26
H -2.11 2.55 0.18
H -2.90 3.47 -1.12
H 0.07 3.46 -0.43
H -1.00 4.84 -0.79
O 6.00 -5.02 6.00
C 4.92 -4.47 6.12
C 4.45 -3.75 7.34
C 2.97 -3.62 7.08
C 2.90 -3.58 5.58
O 3.99 -4.38 5.13
H 4.93 -2.77 7.40
H 4.65 -4.33 8.25
H 2.51 -2.75 7.56
H 2.45 -4.52 7.45
H 3.03 -2.56 5.19
H 1.96 -3.98 5.20
```

***

# 2
Below is a cluster of 7 separate species, C63H133N7O7 in total in a non-equilibrium geometry, with properties calculated with wB97M-V/def2-TZVPD.

## Properties
Structure (SMILES): CC1(C)CCCC(C)(C)N1O.CC1(C)CCCC(C)(C)N1O.CC1(C)CCCC(C)(C)N1O.CC1(C)CCCC(C)(C)N1O.CC1(C)CCCC(C)(C)N1O.CC1(C)CCCC(C)(C)N1O.CC1(C)CCCC(C)(C)N1O
Energy above the lowest of the compared OMol25 structures with the same formula, charge and spin: 3.6339 eV
Frontier orbital gap: 8.5 eV
Energy: -3389.7856 Eh

```
210
C63H133N7O7 (wB97M-V/def2-TZVPD)
C 2.21 -3.99 5.96
C 1.61 -2.71 5.37
C 1.75 -2.72 3.88
C 0.11 -2.62 5.77
C -0.47 -1.25 5.48
C 0.42 -0.18 6.11
C 1.84 -0.24 5.72
C 2.09 0.27 4.27
C 2.58 0.72 6.71
N 2.28 -1.64 6.03
O 3.62 -1.66 5.63
H 2.30 -3.99 7.07
H 1.67 -4.86 5.58
H 3.26 -4.17 5.60
H 1.01 -2.04 3.40
H 2.71 -2.35 3.47
H 1.47 -3.76 3.63
H -0.50 -3.40 5.28
H 0.09 -2.82 6.84
H -0.68 -1.19 4.41
H -1.46 -1.19 5.90
H 0.40 -0.39 7.18
H 0.03 0.84 6.05
H 3.17 0.22 4.06
H 1.70 1.34 4.22
H 1.60 -0.40 3.61
H 3.66 0.51 6.66
H 2.25 0.50 7.77
H 2.50 1.78 6.50
H 4.07 -2.03 6.41
C 0.68 5.61 1.87
C -0.44 6.28 2.71
C -1.71 5.39 2.54
C 0.07 6.35 4.19
C -0.94 7.23 4.97
C -1.08 8.58 4.38
C -1.44 8.59 2.86
C -2.97 8.25 2.65
C -1.13 9.98 2.37
N -0.54 7.62 2.17
O -0.92 7.57 0.79
H 1.51 6.33 1.82
H 1.12 4.73 2.30
H 0.39 5.31 0.86
H -2.51 5.53 3.30
H -2.22 5.68 1.63
H -1.40 4.30 2.50
H 0.12 5.34 4.64
H 1.11 6.79 4.06
H -1.88 6.71 4.91
H -0.60 7.21 5.97
H -0.15 9.20 4.48
H -1.92 9.13 4.86
H -3.08 7.82 1.67
H -3.52 9.21 2.60
H -3.36 7.57 3.41
H -1.56 10.73 3.02
H -1.26 10.27 1.33
H -0.08 10.04 2.59
H -0.11 7.87 0.35
C 4.09 -1.74 -1.47
C 4.21 -0.77 -2.70
C 3.12 0.31 -2.63
C 5.64 -0.17 -2.83
C 5.85 0.56 -4.20
C 5.52 -0.37 -5.39
C 4.19 -1.13 -5.28
C 3.03 -0.18 -5.67
C 4.20 -2.32 -6.25
N 4.02 -1.64 -3.88
O 2.76 -2.25 -3.68
H 4.46 -2.69 -1.83
H 4.63 -1.54 -0.57
H 3.05 -2.08 -1.30
H 3.36 1.15 -3.27
H 2.15 -0.09 -2.87
H 3.12 0.72 -1.66
H 5.91 0.58 -2.06
H 6.27 -1.02 -2.84
H 5.41 1.53 -4.19
H 6.91 0.67 -4.29
H 6.33 -1.05 -5.51
H 5.54 0.24 -6.28
H 2.13 -0.66 -5.30
H 2.91 -0.13 -6.77
H 3.27 0.81 -5.31
H 3.31 -2.91 -6.05
H 5.12 -2.85 -6.14
H 4.09 -1.98 -7.26
H 3.08 -3.13 -3.57
C 1.72 4.12 -5.67
C 1.19 4.63 -4.37
C -0.23 4.01 -4.24
C 2.10 4.30 -3.20
C 1.84 5.06 -1.96
C 1.83 6.58 -2.30
C 0.76 6.90 -3.29
C -0.74 6.83 -2.83
C 0.93 8.33 -3.79
N 1.07 6.11 -4.50
O 0.20 6.56 -5.55
H 1.07 4.43 -6.48
H 2.79 4.59 -5.83
H 1.82 2.96 -5.76
H -1.04 4.47 -4.80
H -0.17 2.96 -4.62
H -0.60 4.00 -3.23
H 2.05 3.25 -2.99
H 3.14 4.50 -3.51
H 0.97 4.64 -1.44
H 2.70 4.83 -1.31
H 2.81 6.73 -2.80
H 1.85 7.23 -1.40
H -1.39 7.13 -3.67
H -0.90 7.51 -2.00
H -1.18 5.89 -2.49
H 0.91 9.13 -3.10
H 0.06 8.47 -4.52
H 1.85 8.24 -4.38
H 0.75 7.08 -6.14
C -2.74 0.26 2.88
C -1.76 0.32 1.75
C -2.51 1.02 0.55
C -0.49 0.97 2.22
C 0.57 0.87 1.14
C 0.89 -0.56 0.71
C -0.38 -1.28 0.28
C -0.73 -0.72 -1.03
C -0.13 -2.80 0.16
N -1.34 -1.12 1.40
O -2.53 -1.89 1.13
H -2.33 -0.42 3.63
H -2.90 1.28 3.27
H -3.74 -0.05 2.53
H -3.20 1.78 0.91
H -1.86 1.59 -0.11
H -3.07 0.35 -0.05
H -0.49 2.05 2.48
H -0.31 0.43 3.13
H 0.25 1.42 0.25
H 1.53 1.26 1.53
H 1.43 -1.19 1.41
H 1.62 -0.57 -0.08
H 0.00 -1.16 -1.77
H -0.61 0.34 -1.20
H -1.70 -0.93 -1.41
H 0.14 -3.01 1.18
H 0.61 -3.07 -0.61
H -1.07 -3.24 -0.19
H -2.90 -1.57 0.27
C -0.59 -7.19 -5.34
C -1.52 -6.10 -4.91
C -2.96 -6.48 -5.33
C -1.50 -5.99 -3.32
C -2.04 -4.67 -2.78
C -1.31 -3.49 -3.50
C -1.56 -3.58 -5.03
C -3.04 -3.40 -5.37
C -0.75 -2.48 -5.70
N -1.04 -4.85 -5.51
O -1.13 -4.92 -6.91
H -0.89 -8.14 -4.94
H -0.70 -7.27 -6.41
H 0.44 -6.88 -5.11
H -3.83 -5.87 -4.94
H -3.19 -6.38 -6.39
H -3.16 -7.57 -5.07
H -1.90 -6.90 -2.89
H -0.39 -6.11 -2.99
H -3.12 -4.58 -2.90
H -1.79 -4.48 -1.73
H -0.28 -3.58 -3.24
H -1.62 -2.55 -2.99
H -3.19 -2.33 -5.41
H -3.70 -3.74 -4.60
H -3.40 -3.84 -6.31
H -1.09 -2.48 -6.71
H 0.29 -2.65 -5.60
H -0.99 -1.51 -5.27
H -0.19 -4.90 -7.15
C -3.81 -3.40 4.53
C -3.67 -4.88 4.24
C -2.89 -5.46 5.43
C -4.98 -5.57 3.93
C -4.61 -7.02 3.47
C -3.83 -7.10 2.13
C -2.56 -6.24 2.20
C -1.44 -6.95 2.97
C -2.09 -5.93 0.77
N -2.91 -4.98 2.91
O -1.73 -4.19 3.03
H -4.37 -3.19 5.46
H -2.86 -2.97 4.77
H -4.19 -2.80 3.71
H -3.32 -5.33 6.40
H -2.72 -6.52 5.33
H -1.90 -5.00 5.34
H -5.57 -5.73 4.85
H -5.56 -5.00 3.20
H -3.99 -7.34 4.29
H -5.50 -7.67 3.43
H -4.49 -6.71 1.30
H -3.50 -8.16 2.02
H -0.75 -6.19 3.40
H -0.83 -7.57 2.35
H -1.70 -7.57 3.87
H -2.55 -5.03 0.28
H -2.18 -6.82 0.16
H -1.05 -5.77 0.75
H -1.83 -3.51 2.32
```